Entry A
This record from the Open Molecules 2025 dataset describes a molecular structure, C2H5OPS2. The level of theory is ωB97M-V/def2-TZVPD.

Values from the calculation:
E_HOMO	-9.08	eV
charge	0
E_LUMO	-1.08	eV
orbital gap	8.00	eV

CARTESIAN COORDINATES (ANGSTROEM)
C: -1.34 0.62 0.11
C: -0.11 0.73 0.55
O: 1.11 0.52 -1.80
P: 1.42 0.39 -0.25
S: 2.67 1.70 0.41
S: 1.85 -2.18 0.21
H: -2.24 0.81 0.70
H: -1.51 0.27 -0.98
H: -0.10 1.17 1.50
H: 0.82 -0.10 -2.52
H: 3.17 -2.13 0.52

Entry B
This record from the Open Molecules 2025 dataset describes C2H5OPS2 in the gas phase. The level of theory is ωB97M-V/def2-TZVPD.

Values from the calculation:
E_HOMO (alpha / beta)	-7.69 / -7.68	eV
charge	0
E_LUMO (alpha / beta)	-1.41 / -1.41	eV
orbital gap (alpha / beta)	6.27 / 6.27	eV

CARTESIAN COORDINATES (ANGSTROEM)
C: -0.86 -0.70 -0.01
C: 0.45 -0.04 0.23
S: 1.75 -1.38 -0.09
O: 2.19 -1.19 -1.47
S: 3.30 0.09 1.00
P: 4.17 0.97 -0.48
H: -1.55 -0.28 0.70
H: -1.03 -0.70 -1.07
H: -0.73 -1.79 0.06
H: 0.67 0.44 1.08
H: 0.61 0.72 -0.50

Most stable structure - entry A; separation to the second - 0.0736 hartree.

Entry A
This record from the Open Molecules 2025 dataset describes 4 unconnected molecules or ions with the total composition C9H21ClN3O3. The level of theory is ωB97M-V/def2-TZVPD.

Values from the calculation:
E_HOMO	-4.36	eV
charge	-1
E_LUMO	2.81	eV
orbital gap	7.18	eV

CARTESIAN COORDINATES (ANGSTROEM)
Cl: -5.08 -12.38 -3.10
C: -8.51 -13.53 -5.20
C: -8.11 -14.90 -4.73
O: -8.89 -15.84 -4.82
N: -6.89 -14.99 -4.15
C: -6.14 -16.18 -3.87
H: -7.72 -12.78 -5.30
H: -9.18 -13.16 -4.42
H: -9.05 -13.58 -6.14
H: -6.43 -14.08 -4.04
H: -5.08 -16.05 -4.05
H: -6.50 -17.03 -4.43
H: -6.15 -16.40 -2.79
C: -7.79 -8.69 0.98
C: -6.48 -9.04 0.29
O: -6.20 -8.57 -0.80
N: -5.74 -9.99 0.92
C: -4.56 -10.58 0.35
H: -7.73 -8.71 2.07
H: -8.50 -9.48 0.72
H: -8.18 -7.75 0.60
H: -6.23 -10.35 1.72
H: -4.01 -9.81 -0.20
H: -4.64 -11.44 -0.32
H: -3.84 -10.85 1.13
C: -10.73 -10.81 -3.06
C: -9.32 -11.08 -2.62
O: -8.40 -10.44 -3.06
N: -9.19 -12.06 -1.67
C: -7.93 -12.34 -0.99
H: -11.47 -11.61 -2.93
H: -10.84 -10.53 -4.10
H: -11.12 -9.96 -2.48
H: -10.05 -12.28 -1.20
H: -7.54 -13.32 -1.23
H: -8.09 -12.26 0.09
H: -7.20 -11.57 -1.26

Entry B
This record from the Open Molecules 2025 dataset describes 4 unconnected molecules or ions with the total composition C9H21ClN3O3. The level of theory is ωB97M-V/def2-TZVPD.

Values from the calculation:
E_HOMO	-6.09	eV
charge	-1
E_LUMO	3.21	eV
orbital gap	9.29	eV

CARTESIAN COORDINATES (ANGSTROEM)
Cl: -0.13 0.38 -1.08
C: 0.76 1.35 2.89
C: 0.63 2.76 2.39
O: 0.99 3.72 3.06
N: 0.04 2.87 1.18
C: -0.23 4.14 0.54
H: 1.26 0.72 2.13
H: -0.21 0.87 3.00
H: 1.37 1.32 3.79
H: -0.07 2.04 0.61
H: -0.38 3.96 -0.52
H: 0.56 4.86 0.76
H: -1.18 4.56 0.89
C: -0.90 -2.53 1.32
C: -1.77 -1.65 2.18
O: -1.92 -1.86 3.38
N: -2.30 -0.57 1.54
C: -2.90 0.51 2.27
H: -0.57 -3.39 1.89
H: 0.00 -2.00 1.00
H: -1.39 -2.90 0.42
H: -1.89 -0.39 0.64
H: -3.99 0.49 2.30
H: -2.64 1.46 1.79
H: -2.54 0.55 3.30
C: 1.97 -3.13 -2.16
C: 1.79 -2.47 -3.52
O: 2.07 -3.06 -4.55
N: 1.40 -1.18 -3.50
C: 1.34 -0.37 -4.68
H: 2.98 -3.53 -2.14
H: 1.27 -3.97 -2.10
H: 1.75 -2.44 -1.35
H: 1.01 -0.75 -2.67
H: 2.27 -0.33 -5.25
H: 1.04 0.63 -4.39
H: 0.53 -0.69 -5.35

Most stable structure - entry B; separation to the second - 0.0622 hartree.

Entry A
This record from the Open Molecules 2025 dataset describes 5 unconnected molecules or ions with the total composition H12NO4. The level of theory is ωB97M-V/def2-TZVPD.

Values from the calculation:
E_HOMO (alpha / beta)	-18.94 / -17.66	eV
charge	+2
spin multiplicity	2
E_LUMO (alpha / beta)	-6.99 / -15.86	eV
orbital gap (alpha / beta)	11.95 / 1.80	eV

CARTESIAN COORDINATES (ANGSTROEM)
N: 0.75 0.76 0.04
H: 1.18 1.06 -0.84
H: 1.23 0.11 0.70
H: 0.76 1.62 0.59
H: -0.12 0.25 -0.31
H: -2.05 -0.44 -1.49
H: -2.22 -0.78 0.00
O: -1.61 -0.38 -0.63
H: 2.33 -1.15 2.39
H: 0.88 -1.61 2.34
O: 1.60 -1.32 1.77
H: -4.94 -0.82 -2.35
H: -4.80 -1.14 -0.90
O: -4.25 -1.15 -1.72
H: 4.10 2.78 0.55
H: 4.09 1.27 0.50
O: 3.49 2.04 0.37

Entry B
This record from the Open Molecules 2025 dataset describes 5 unconnected molecules or ions with the total composition H12NO4. The level of theory is ωB97M-V/def2-TZVPD.

Values from the calculation:
E_HOMO (alpha / beta)	-20.22 / -18.86	eV
charge	+2
spin multiplicity	2
E_LUMO (alpha / beta)	-7.48 / -15.32	eV
orbital gap (alpha / beta)	12.74 / 3.54	eV

CARTESIAN COORDINATES (ANGSTROEM)
N: 1.86 -0.76 0.48
H: 1.33 -0.70 -0.39
H: 1.34 -0.14 1.10
H: 2.82 -0.48 0.29
H: 1.78 -1.78 0.61
H: -0.88 -0.78 -2.01
H: 0.27 0.05 -2.19
O: -0.06 -0.60 -1.52
H: 1.80 3.16 -0.34
H: 0.28 2.65 -0.35
O: 1.21 2.39 -0.41
H: -2.63 -1.69 1.05
H: -1.59 -2.59 1.53
O: -1.82 -2.11 0.71
H: -1.94 1.33 1.28
H: -2.05 0.64 -0.18
O: -1.74 1.42 0.33

Most stable structure - entry A; separation to the second - 0.0095 hartree.

Entry A
This record from the Open Molecules 2025 dataset describes a molecular structure, C2H4ClN2. The level of theory is ωB97M-V/def2-TZVPD.

Values from the calculation:
E_HOMO (alpha / beta)	-15.33 / -15.32	eV
charge	+1
E_LUMO (alpha / beta)	-6.56 / -6.56	eV
orbital gap (alpha / beta)	8.77 / 8.77	eV

CARTESIAN COORDINATES (ANGSTROEM)
C: -1.43 0.15 -0.12
C: 0.43 -0.36 0.57
N: -0.17 0.37 -0.62
N: 0.47 0.52 -1.68
Cl: -2.39 1.27 0.71
H: 0.92 -1.34 0.19
H: 1.07 0.11 1.26
H: -0.29 -0.69 1.37
H: 1.40 -0.03 -1.68

Entry B
This record from the Open Molecules 2025 dataset describes a gas-phase ion, C2H4ClN2 (charge +1). The level of theory is ωB97M-V/def2-TZVPD.

Values from the calculation:
E_HOMO	-15.40	eV
charge	+1
E_LUMO	-5.56	eV
orbital gap	9.84	eV

CARTESIAN COORDINATES (ANGSTROEM)
C: 1.24 -0.63 -0.21
N: -0.05 -0.05 -0.13
N: -0.57 1.30 0.35
C: -1.24 0.16 0.25
Cl: -2.86 -0.52 0.68
H: 0.98 -1.55 -0.79
H: 1.74 0.13 -0.76
H: 1.62 -1.06 0.71
H: -0.85 2.20 -0.11

Most stable structure - entry B; separation to the second - 0.0559 hartree.

Entry A
This record from the Open Molecules 2025 dataset describes ClH2O3PS in the gas phase. The level of theory is ωB97M-V/def2-TZVPD.

Values from the calculation:
E_HOMO (alpha / beta)	-8.12 / -8.12	eV
charge	0
E_LUMO (alpha / beta)	-1.52 / -1.52	eV
orbital gap (alpha / beta)	6.60 / 6.60	eV

CARTESIAN COORDINATES (ANGSTROEM)
O: 1.17 -1.18 -0.26
O: 0.69 1.68 0.90
O: 0.85 -0.06 -1.08
P: -0.07 1.15 -0.47
S: -2.39 -1.94 -0.20
Cl: -1.73 -0.25 0.75
H: 0.70 -1.98 -0.58
H: 0.78 2.58 0.93

Entry B
This record from the Open Molecules 2025 dataset describes 2 unconnected molecules or ions with the total composition ClH2O3PS. The level of theory is ωB97M-V/def2-TZVPD.

Values from the calculation:
E_HOMO	-10.26	eV
charge	0
E_LUMO	-0.06	eV
orbital gap	10.20	eV

CARTESIAN COORDINATES (ANGSTROEM)
S: -1.78 -1.96 -0.50
P: -1.67 -0.09 -0.01
Cl: -1.85 1.40 -1.31
O: -0.75 0.46 1.19
O: -2.21 0.47 1.40
O: 2.45 -0.33 -0.30
H: 2.49 0.48 0.23
H: 3.32 -0.44 -0.69

Most stable structure - entry B; separation to the second - 0.0885 hartree.

Entry A
This record from the Open Molecules 2025 dataset describes 5 unconnected molecules or ions with the total composition C4H21N2O4S2. The level of theory is ωB97M-V/def2-TZVPD.

Values from the calculation:
E_HOMO	-12.28	eV
charge	+1
E_LUMO	-2.69	eV
orbital gap	9.58	eV

CARTESIAN COORDINATES (ANGSTROEM)
S: 3.06 -1.15 -0.04
S: 2.21 0.47 0.86
C: 0.48 0.05 1.21
C: -0.31 1.35 0.94
C: -1.63 1.36 1.79
N: -2.83 1.19 1.00
C: -3.80 0.25 1.57
N: -0.72 1.32 -0.53
H: 3.76 -1.65 0.98
H: 0.04 -0.70 0.55
H: 0.30 -0.27 2.24
H: 0.21 2.28 1.11
H: -1.58 2.30 2.36
H: -1.58 0.67 2.61
H: -3.28 2.08 0.86
H: -4.54 0.00 0.81
H: -3.26 -0.68 1.76
H: -4.41 0.59 2.42
H: -1.06 0.37 -0.65
H: 0.10 1.47 -1.14
H: -1.40 2.06 -0.72
H: 1.30 -3.80 -1.55
H: 1.22 -4.17 -0.07
O: 0.89 -3.53 -0.71
H: -1.48 -2.79 0.02
H: -1.81 -1.92 -1.18
O: -1.57 -1.87 -0.25
H: 1.79 0.95 -2.04
H: 2.46 2.26 -1.57
O: 1.70 1.91 -2.05
H: -1.88 -0.27 -3.34
H: -2.61 0.94 -3.90
O: -2.32 0.54 -3.06

Entry B
This record from the Open Molecules 2025 dataset describes 5 unconnected molecules or ions with the total composition C4H21N2O4S2. The level of theory is ωB97M-V/def2-TZVPD.

Values from the calculation:
E_HOMO	-12.18	eV
charge	+1
E_LUMO	-2.87	eV
orbital gap	9.31	eV

CARTESIAN COORDINATES (ANGSTROEM)
N: -2.17 -0.34 0.39
C: -2.01 0.54 1.64
C: -1.04 1.72 1.58
S: 0.67 1.58 2.19
S: 1.47 -0.11 1.42
C: 2.60 0.22 -0.01
C: 2.11 0.02 -1.36
N: 1.67 -1.46 -1.70
H: -3.09 -0.51 0.00
H: -1.68 -1.34 0.52
H: -1.82 0.07 -0.49
H: -1.72 -0.20 2.49
H: -3.05 0.63 2.05
H: -1.54 2.71 2.09
H: -0.90 2.16 0.52
H: 3.30 -0.56 0.11
H: 3.15 1.13 0.08
H: 1.05 0.55 -1.50
H: 2.84 0.26 -2.16
H: 1.17 -1.77 -0.89
H: 2.55 -2.09 -1.81
H: 0.17 2.65 -2.29
H: 0.56 2.60 -0.85
O: -0.24 2.66 -1.35
H: -1.13 -1.83 -2.62
H: -0.04 -2.72 -2.67
O: -1.04 -2.65 -2.30
H: -0.01 -3.20 0.90
H: -0.83 -3.59 -0.36
O: -0.72 -2.95 0.36
H: -2.55 0.93 -3.31
H: -3.00 -0.30 -2.70
O: -2.28 0.27 -2.57

Most stable structure - entry A; separation to the second - 0.0689 hartree.